Record 1
Here is C45H66FeN8O5PS as an isolated structure at a distorted geometry from OMol25. Energies are from the ωB97M-V functional and the def2-TZVPD basis.

```
127
Properties=species:S:1:pos:R:3:forces:R:3
Fe -0.1184 0.3979 -0.0710 0.3 4.4 -2.4
N 3.8443 2.6062 0.4066 -0.3 0.1 0.0
C 2.6778 2.2511 -0.1639 0.6 0.2 0.3
N 1.6786 1.7148 0.4634 0.9 0.4 0.7
C 1.8241 1.4872 1.8214 -0.5 0.0 -0.8
N 0.8198 0.9499 2.4674 1.8 0.3 3.1
N -0.2082 0.6467 1.7737 -3.2 -0.6 -1.1
C -1.3578 0.2189 2.2942 3.1 1.2 1.3
C -2.4440 0.1767 1.4215 -2.2 -0.1 -1.7
C -3.7706 -0.1400 1.7948 1.2 0.3 0.2
C -4.7699 -0.0419 0.8624 -0.1 0.2 -0.9
C -4.4615 0.3978 -0.4353 -0.1 0.0 0.7
C -3.1464 0.6903 -0.7364 -0.2 0.1 -0.3
N -2.1547 0.5313 0.1337 0.3 -1.3 1.1
C 3.0300 1.8478 2.5163 0.3 0.1 -0.3
C 3.2001 1.6574 3.8878 0.3 0.1 0.2
C 4.3820 2.0387 4.4909 -0.4 -0.2 0.1
C 5.4173 2.5866 3.7388 -0.1 0.0 -0.5
C 5.2725 2.7661 2.3719 0.2 0.1 0.2
C 4.0768 2.4146 1.7642 -0.6 -0.3 0.2
H 4.5855 3.0177 -0.1450 -0.1 -0.1 -0.1
H 2.5785 2.4430 -1.2223 0.1 0.0 -0.2
H -1.4474 0.0629 3.3584 0.0 0.0 0.2
H -3.9710 -0.4230 2.8143 -0.1 0.0 0.2
H -5.7929 -0.2614 1.1224 -0.1 -0.1 0.1
H -5.2352 0.5311 -1.1730 0.0 0.0 -0.1
H -2.8602 1.1084 -1.6916 0.0 -0.2 -0.1
H 2.3909 1.2223 4.4514 -0.1 0.0 0.1
H 4.4995 1.9174 5.5555 0.0 0.0 0.1
H 6.3359 2.8775 4.2248 0.1 0.0 0.0
H 6.0774 3.1878 1.7887 0.1 0.1 -0.1
C -3.4990 -4.0405 1.3630 0.2 0.1 0.1
C -1.9859 -3.8731 1.5094 0.0 -1.0 0.5
C -1.2479 -5.1552 1.0913 -0.1 0.2 0.1
C -1.6186 -3.5143 2.9464 0.0 0.1 -0.2
N -1.5995 -2.8197 0.5895 0.7 1.6 -0.3
N -0.6466 -1.9050 0.8291 -0.8 -2.5 0.0
H -3.8456 -4.8421 2.0093 0.0 -0.1 0.0
H -3.7731 -4.2908 0.3391 0.0 0.0 -0.1
H -4.0103 -3.1248 1.6563 -0.1 0.1 0.0
H -1.5074 -5.9565 1.7751 0.0 -0.1 0.1
H -0.1728 -5.0034 1.1377 0.2 0.0 0.0
H -1.5252 -5.4545 0.0840 0.0 0.0 -0.1
H -1.9786 -4.2953 3.6101 0.0 -0.1 0.0
H -2.0887 -2.5786 3.2331 -0.1 0.2 0.1
H -0.5443 -3.4332 3.0788 0.2 0.0 0.0
H -2.2299 -2.6226 -0.1801 0.1 0.2 0.0
H -0.4696 -1.2220 0.0687 -0.9 -2.3 -0.2
H 0.2600 -2.2294 1.2749 0.0 0.1 0.2
O -0.3058 -0.4561 -1.8845 -0.1 0.1 -0.2
P -0.0808 -1.3361 -3.1051 0.2 -0.3 0.0
C 0.1861 -0.2336 -4.5858 -0.2 -0.7 0.4
C 1.6701 0.1460 -4.7592 0.2 0.0 0.2
C 1.9383 1.5721 -4.2980 0.1 0.0 -0.3
C 1.1833 2.5501 -5.1972 0.0 0.0 0.2
C -0.2582 2.0848 -5.4507 -0.1 0.0 0.1
C -0.6954 1.0126 -4.4556 -0.1 0.1 -0.1
C -1.6026 -2.3863 -3.2812 0.7 0.5 0.0
C -2.8588 -1.5292 -3.2160 -0.1 0.0 0.3
C -4.0822 -2.4222 -3.0127 0.1 0.1 -0.2
C -4.0665 -3.6146 -3.9875 -0.1 0.0 -0.2
C -3.0349 -3.4142 -5.0952 0.0 -0.2 0.1
C -1.6237 -3.3086 -4.5070 -0.1 -0.2 -0.2
C 1.3874 -2.4624 -2.8443 -0.6 0.5 -0.2
C 1.0665 -3.5725 -1.8415 0.2 0.1 0.3
C 2.2928 -4.4784 -1.7108 -0.2 -0.1 0.0
C 2.5339 -5.2658 -3.0079 0.0 0.1 0.0
C 1.9217 -4.5574 -4.2199 0.2 0.1 0.1
C 2.0464 -3.0392 -4.1158 -0.1 -0.2 -0.2
H -0.1350 -0.8070 -5.4588 0.0 0.0 0.0
H 1.9461 0.0703 -5.8131 0.0 -0.1 0.0
H 2.3134 -0.5341 -4.2031 0.1 0.0 -0.2
H 3.0088 1.7787 -4.3558 0.0 0.0 0.1
H 1.6280 1.6610 -3.2523 0.0 0.1 0.1
H 1.7095 2.6239 -6.1484 0.1 0.1 0.0
H 1.1939 3.5461 -4.7550 0.0 0.1 0.0
H -0.3465 1.6784 -6.4577 -0.1 0.0 -0.1
H -0.9402 2.9316 -5.3889 -0.1 0.0 -0.1
H -1.7384 0.7571 -4.6428 0.0 0.0 0.1
H -0.6303 1.3967 -3.4352 -0.1 0.0 0.0
H -1.5865 -2.9999 -2.3706 0.1 0.0 0.0
H -2.9767 -0.9544 -4.1325 0.0 0.1 -0.1
H -2.7723 -0.8226 -2.3940 0.0 0.0 -0.2
H -4.9805 -1.8243 -3.1631 -0.1 0.0 0.1
H -4.1111 -2.7874 -1.9812 0.0 0.1 0.1
H -5.0539 -3.7424 -4.4297 0.0 -0.1 0.0
H -3.8323 -4.5386 -3.4551 0.0 -0.1 0.0
H -3.2796 -2.5195 -5.6685 0.0 0.0 -0.1
H -3.0710 -4.2577 -5.7847 0.0 0.1 -0.1
H -0.9454 -2.9560 -5.2848 0.1 0.0 0.0
H -1.2990 -4.3093 -4.2164 0.1 0.0 0.0
H 2.0939 -1.7934 -2.3378 -0.1 0.0 -0.1
H 0.2128 -4.1721 -2.1572 -0.1 0.0 0.0
H 0.8342 -3.1248 -0.8750 -0.1 -0.1 0.0
H 2.1546 -5.1680 -0.8769 0.1 0.1 0.0
H 3.1607 -3.8574 -1.4755 0.0 0.0 0.1
H 2.0927 -6.2589 -2.9200 0.1 -0.1 0.0
H 3.6051 -5.4020 -3.1551 0.0 -0.1 0.0
H 0.8742 -4.8345 -4.3203 -0.1 0.0 -0.1
H 2.4255 -4.8763 -5.1321 -0.1 -0.1 0.0
H 1.6240 -2.5991 -5.0194 0.1 0.1 -0.1
H 3.1109 -2.7967 -4.1005 0.0 0.1 -0.1
C -1.3444 3.5501 0.4721 0.1 0.0 -0.3
S -0.7717 2.6702 -1.0037 -0.4 0.3 0.1
C 0.2872 3.9974 -1.6595 -0.1 -0.6 0.2
H -0.4924 3.8232 1.0864 0.1 0.0 0.1
H -2.0034 2.8908 1.0240 -0.1 0.0 0.1
H -1.8840 4.4416 0.1626 0.0 0.0 0.0
H -0.3383 4.8606 -1.8720 -0.1 0.0 0.0
H 0.7317 3.6421 -2.5823 0.1 0.0 -0.1
H 1.0533 4.2573 -0.9361 0.1 0.1 0.0
O 1.9023 -2.2143 1.5046 0.2 -0.4 0.6
C 2.3195 -1.3823 0.6958 -0.1 0.0 -0.1
O 1.5569 -0.7192 -0.0793 -0.3 -0.4 -0.2
C 3.7708 -1.0346 0.5296 0.0 0.0 -0.1
C 4.6958 -1.2026 1.5529 -0.1 0.0 -0.2
C 5.9828 -0.7149 1.4005 0.3 0.1 -0.1
C 6.3311 -0.0701 0.2224 -1.0 -0.4 0.1
C 5.4315 0.0582 -0.8270 0.3 0.0 0.0
C 4.1510 -0.4233 -0.6659 0.1 -0.1 0.1
N 7.6327 0.5620 0.0870 -0.1 0.0 0.1
O 7.7028 1.4503 -0.7349 0.3 0.4 -0.3
O 8.5157 0.1972 0.8179 0.4 -0.1 0.2
H 4.3994 -1.6894 2.4676 -0.1 -0.1 0.1
H 6.7156 -0.8102 2.1857 0.1 0.0 0.1
H 5.7470 0.5369 -1.7421 0.0 0.0 0.0
H 3.4247 -0.3108 -1.4557 -0.1 0.0 -0.1
```
Positions in Å, forces in eV/Å.

Output
Multiplicity   2
Kohn-Sham gap (spin up / spin down)   6.6 / 6.6 eV
Total charge   +2
⟨S²⟩   0.76
E_HOMO (spin up / spin down)   -0.4738 / -0.4777 Eh
LUMO (spin up / spin down)   -6.31 / -6.44 eV
Molar mass   918.0 g mol⁻¹

---

Record 2
Here is C24H12Co2N2O6 as an isolated structure at a distorted geometry from OMol25. Energies are from the ωB97M-V functional and the def2-TZVPD basis.

```
46
Properties=species:S:1:pos:R:3:forces:R:3
C -1.0988 0.7373 1.9250 0.0 -0.9 2.3
C -0.5898 1.9522 2.4455 0.3 1.4 0.2
N -0.1566 2.9682 2.8445 -0.6 -1.5 -0.5
C -0.3740 -0.4802 2.2867 0.0 0.2 -0.5
C -0.9571 -1.7605 2.0828 0.4 -0.1 0.2
C -0.2337 -2.9205 2.3624 0.2 0.5 0.0
C 1.0830 -2.8405 2.8388 0.0 -0.1 0.1
C 1.6619 -1.5845 3.0722 -0.5 0.1 -0.2
C 0.9523 -0.4155 2.7941 -0.1 -0.5 0.1
C -2.4999 0.6215 1.7570 -1.4 0.2 -0.4
N -3.6565 0.5287 1.5697 1.7 0.0 0.3
H -1.9866 -1.8319 1.7191 0.4 0.1 0.1
H -0.7031 -3.8939 2.2068 0.1 0.2 0.0
H 1.6530 -3.7518 3.0306 -0.2 0.2 0.0
H 2.6748 -1.5132 3.4734 -0.2 0.0 -0.1
H 1.4112 0.5595 2.9831 -0.2 -0.3 -0.1
O 2.2263 0.2485 -3.7885 0.1 1.0 0.0
C 1.8726 1.3289 -3.5716 -0.7 -1.4 0.3
Co 1.2758 2.9148 -3.2292 0.1 0.3 -0.1
C 2.5637 3.3218 -2.1105 0.6 0.0 1.1
O 3.4690 3.5121 -1.4202 -0.3 0.0 -0.5
C 1.6486 3.7222 -4.7372 0.2 0.6 -1.3
O 2.0099 4.1795 -5.7377 -0.1 -0.2 0.5
C -0.6852 2.3437 -3.0761 1.3 -2.1 0.0
C -1.2180 1.5035 -4.1512 -0.8 -0.1 -0.1
C -1.0505 1.8628 -5.5049 -0.1 -0.4 0.1
C -1.3495 0.9499 -6.5176 -0.1 0.3 0.4
C -1.8975 -0.2968 -6.1975 0.0 0.0 0.1
C -2.1933 -0.6069 -4.8639 0.0 0.3 -0.1
C -1.8964 0.3016 -3.8459 0.4 0.1 -0.4
C -0.9879 2.4282 -1.7140 -0.2 -3.9 1.4
C -1.1523 1.8237 -0.5201 -0.1 1.0 -2.0
Co -0.8440 4.0210 -2.4686 0.4 5.3 -0.4
C -0.8366 4.9965 -3.9657 -0.6 1.1 -1.3
O -0.9047 5.6844 -4.8932 0.2 -0.9 1.0
C 0.4674 4.8938 -1.5414 -0.1 1.0 0.9
O 1.0393 5.6656 -0.8953 -0.4 -1.1 -0.9
C -2.2932 4.6864 -1.7262 -1.2 0.6 0.4
O -3.2562 5.1495 -1.2833 1.3 -0.7 -0.5
H -0.6588 2.8579 -5.7409 0.0 -0.5 0.1
H -1.1457 1.2276 -7.5538 -0.1 -0.1 0.2
H -2.1033 -1.0174 -6.9903 0.0 0.1 0.2
H -2.6544 -1.5623 -4.6096 0.1 0.2 -0.1
H -2.1435 0.0844 -2.8032 0.2 0.0 -0.3
H -1.5607 2.4408 0.2813 0.4 -0.4 -0.2
H -0.8742 0.7742 -0.3612 -0.4 0.6 -0.2
```
Positions in Å, forces in eV/Å.

Output
Relative energy (zero: lowest compared OMol25 entry of this formula, charge and spin)   0.0000 eV
Kohn-Sham gap   6.2 eV
Total charge   -2
E_HOMO   -0.0518 Eh
LUMO   4.77 eV
Molar mass   542.2 g mol⁻¹

---

Record 3
Here is a 2-piece molecular cluster, C4H8N4 overall at a distorted geometry from OMol25. Energies are from the ωB97M-V functional and the def2-TZVPD basis.

```
16
Properties=species:S:1:pos:R:3:forces:R:3
C -0.0090 1.3580 0.4748 0.8 -0.3 0.9
C 0.6055 1.4341 -0.9317 -5.7 -0.3 -0.7
C 0.0172 -0.0235 -1.4889 1.1 0.8 1.6
C -0.5044 -0.8404 -0.2681 0.7 0.8 -1.4
H 0.3808 -1.8795 1.8326 -2.6 4.6 1.6
H -1.2132 -0.4911 2.6387 4.5 -1.5 -1.6
H -0.9921 1.6646 0.7602 -0.4 2.5 -0.8
H 0.7022 1.5629 1.2346 0.8 1.4 0.8
H 0.2458 2.3639 -1.5667 1.8 -2.0 1.1
H 1.7299 -0.1825 -0.4173 0.3 1.2 -0.6
H -0.4300 -0.3814 -2.4296 1.0 0.9 0.0
H -0.7796 -2.3365 -1.2813 -0.5 -0.3 0.9
N -0.0380 -0.5984 2.2118 -2.7 -1.4 -2.8
N -0.2556 0.0066 0.7608 0.1 -5.9 2.8
N 1.4949 0.4165 -1.2403 -0.5 -2.3 -1.0
N -0.9545 -2.0733 -0.2897 1.2 1.8 -0.6
```
Positions in Å, forces in eV/Å.

Output
Relative energy (zero: lowest compared OMol25 entry of this formula, charge and spin)   6.9484 eV
Kohn-Sham gap   9.1 eV
Total charge   0
E_HOMO   -0.3187 Eh
LUMO   0.42 eV
Molar mass   112.1 g mol⁻¹

---

Record 4
Here is one molecule with the formula C2H4 at a distorted geometry from OMol25. Energies are from the ωB97M-V functional and the def2-TZVPD basis.

```
6
Properties=species:S:1:pos:R:3:forces:R:3
C 0.5922 -0.0241 -0.0103 2.4 -2.7 -1.2
C -0.6832 -0.0427 -0.1586 -3.1 -1.8 3.2
H 0.9373 0.8872 -0.0688 2.4 4.9 0.1
H 1.4322 -0.7206 -0.0988 -1.0 -0.7 0.3
H -1.1359 0.9290 0.1591 -0.4 -1.1 -1.0
H -1.1426 -1.0288 0.1774 -0.3 1.3 -1.3
```
Positions in Å, forces in eV/Å.

Output
SMILES   C=C
Relative energy (zero: lowest compared OMol25 entry of this formula, charge and spin)   1.1470 eV
Kohn-Sham gap   12.0 eV
Total charge   0
E_HOMO   -0.3884 Eh
LUMO   1.38 eV
Molar mass   28.1 g mol⁻¹